Entry from the Open Molecules 2025 dataset: a cluster of 6 separate species, C10H29ClN11O7 in total (wB97M-V/def2-TZVPD).

Summary:
electronic energy: -1987.91993 Eh
total charge: -1
LUMO: 1.6 eV
Kohn-Sham gap: 6.269 eV

Last column: Mulliken charge in e.
Element x y z (Å)
C (0.899, -0.701, 0.181)  -1.194
C (0.234, -0.065, -1.054)  -0.729
C (-0.913, 0.839, -0.632)  -0.122
Cl (-0.928, 2.347, -1.713)  -0.403
C (-2.332, 0.232, -0.636)  0.579
N (-2.994, 0.779, 0.580)  -0.803
C (-2.363, -1.321, -0.606)  0.161
O (-2.703, -1.855, 0.466)  -0.778
O (-2.067, -1.893, -1.669)  -0.717
H (0.190, -0.843, 0.996)  0.308
H (1.410, -1.627, -0.079)  0.239
H (1.643, 0.013, 0.523)  0.337
H (0.992, 0.568, -1.520)  0.563
H (-0.069, -0.790, -1.802)  0.245
H (-0.724, 1.226, 0.365)  0.456
H (-2.866, 0.605, -1.510)  0.387
H (-2.984, 1.792, 0.493)  0.216
H (-3.958, 0.472, 0.598)  0.246
C (-1.420, 1.324, -5.887)  0.627
O (-0.744, 0.352, -5.629)  -0.606
N (-1.526, 2.412, -5.066)  -0.253
N (-2.143, 1.416, -7.060)  -0.404
H (-2.071, 3.218, -5.303)  0.136
H (-1.037, 2.405, -4.183)  0.168
H (-2.094, 0.636, -7.686)  0.221
H (-2.712, 2.204, -7.300)  0.143
C (1.538, 3.001, 1.877)  0.537
O (1.287, 1.893, 1.436)  -0.569
N (2.157, 3.208, 3.075)  -0.256
N (1.202, 4.134, 1.180)  -0.345
H (2.374, 4.111, 3.460)  0.150
H (2.412, 2.391, 3.595)  0.155
H (0.738, 4.003, 0.297)  0.211
H (1.392, 5.061, 1.508)  0.145
C (1.509, -4.210, -1.880)  0.628
O (2.410, -3.393, -1.739)  -0.689
N (1.615, -5.494, -1.390)  -0.359
N (0.338, -3.963, -2.510)  -0.255
H (0.876, -6.168, -1.480)  0.165
H (2.457, -5.735, -0.906)  0.194
H (0.173, -3.041, -2.874)  0.179
H (-0.374, -4.670, -2.602)  0.196
C (-1.825, -5.830, -0.353)  0.590
O (-1.730, -5.927, -1.574)  -0.752
N (-1.816, -4.647, 0.283)  -0.188
N (-1.949, -6.952, 0.441)  -0.412
H (-1.914, -4.551, 1.275)  0.153
H (-1.759, -3.793, -0.267)  0.188
H (-1.965, -7.841, -0.018)  0.229
H (-2.032, -6.910, 1.438)  0.142
C (3.359, 5.088, 6.111)  0.663
O (3.564, 4.831, 4.936)  -0.709
N (3.404, 6.366, 6.596)  -0.399
N (3.069, 4.119, 7.028)  -0.368
H (3.237, 6.600, 7.555)  0.157
H (3.615, 7.096, 5.942)  0.221
H (3.025, 3.173, 6.698)  0.215
H (2.894, 4.307, 7.996)  0.162

Force components x, y, z for each atom (eV/Å):
C 0.1 0.2 -0.3
C 0.6 0.4 0.0
C -0.3 -0.8 -0.3
Cl 0.0 0.3 0.3
C -0.2 0.7 0.9
N 0.2 0.1 -0.3
C -0.2 0.0 0.2
O 0.0 -0.1 0.3
O 0.2 -0.2 -0.5
H -0.1 -0.3 0.0
H -0.2 -0.1 0.0
H 0.0 -0.3 0.2
H 0.0 0.0 -0.1
H -0.3 0.0 0.1
H 0.1 0.2 -0.1
H 0.2 -0.4 -0.4
H -0.2 0.0 0.0
H 0.0 -0.1 0.1
C -0.1 0.2 0.0
O 0.1 0.0 -0.1
N 0.2 0.0 0.0
N 0.0 0.0 0.0
H -0.1 0.0 0.0
H -0.1 -0.2 0.0
H 0.0 0.0 0.0
H 0.0 0.0 0.0
C -0.1 0.0 -0.1
O 0.1 0.3 0.3
N -0.2 0.1 -0.1
N 0.0 0.1 0.0
H 0.1 -0.2 0.0
H 0.0 0.0 0.0
H 0.0 -0.1 0.0
H 0.0 0.0 0.0
C -0.3 -0.1 0.0
O 0.1 0.0 0.0
N 0.1 -0.1 0.0
N 0.3 0.0 -0.3
H -0.1 0.1 0.0
H 0.0 0.0 0.0
H -0.1 0.0 0.2
H -0.2 0.2 0.3
C 0.0 0.5 0.2
O 0.2 -0.5 -0.2
N 0.3 -0.1 -0.2
N 0.0 -0.1 0.0
H -0.1 0.1 0.0
H -0.3 0.1 0.0
H 0.0 0.0 0.0
H 0.0 0.0 0.0
C 0.0 0.0 0.1
O 0.0 0.2 0.1
N 0.0 0.0 0.0
N 0.0 0.0 0.0
H 0.0 0.0 0.0
H 0.0 0.0 0.0
H 0.0 0.0 0.0
H 0.0 0.0 0.0

=====

Entry from the Open Molecules 2025 dataset: a cluster of 5 separate species, C10H29INO7 in total (wB97M-V/def2-TZVPD).

Summary:
electronic energy: -1277.51969 Eh
total charge: -1
LUMO: 2.6 eV
Kohn-Sham gap: 6.783 eV

Last column: Mulliken charge in e.
Element x y z (Å)
I (-2.280, 0.380, 0.185)  -0.963
C (3.128, -4.644, -0.633)  -1.264
C (1.831, -4.018, -0.066)  0.498
C (1.311, -4.844, 1.093)  -0.811
O (1.009, -6.194, 0.785)  -0.312
C (0.384, -6.881, 1.883)  -0.747
N (2.121, -2.643, 0.388)  -0.765
H (3.906, -4.757, 0.121)  0.311
H (3.368, -3.951, -1.439)  0.338
H (3.016, -5.684, -0.941)  0.321
H (1.010, -3.986, -0.783)  0.324
H (0.435, -4.325, 1.480)  0.350
H (2.100, -4.752, 1.839)  0.330
H (-0.574, -6.468, 2.198)  0.305
H (1.100, -7.069, 2.682)  0.303
H (0.140, -7.883, 1.531)  0.265
H (2.324, -2.023, -0.383)  0.265
H (1.195, -2.372, 0.686)  0.286
C (-4.409, 5.341, 2.172)  -0.315
C (-4.117, 4.912, 3.558)  -0.423
O (-5.301, 5.213, 4.333)  -0.539
O (-5.363, 4.378, 1.635)  -0.521
H (-3.503, 5.471, 1.580)  0.290
H (-4.847, 6.339, 2.201)  0.242
H (-3.270, 5.448, 3.985)  0.285
H (-3.845, 3.856, 3.583)  0.319
H (-6.052, 4.646, 4.141)  0.326
H (-5.021, 3.497, 1.805)  0.328
C (-1.031, -0.899, -5.444)  -0.398
C (-1.623, 0.499, -5.583)  -0.361
O (-1.175, 1.379, -4.534)  -0.509
O (-1.821, -1.807, -4.732)  -0.536
H (-0.031, -0.927, -5.013)  0.276
H (-0.891, -1.277, -6.457)  0.301
H (-2.704, 0.356, -5.594)  0.258
H (-1.293, 0.941, -6.523)  0.315
H (-1.485, 1.007, -3.705)  0.303
H (-1.898, -1.532, -3.816)  0.331
C (2.678, 3.377, 1.403)  -0.514
C (4.222, 3.599, 1.484)  -0.248
O (4.587, 4.575, 0.480)  -0.500
O (2.136, 3.344, 0.057)  -0.526
H (2.085, 4.051, 2.021)  0.291
H (2.481, 2.480, 1.989)  0.346
H (4.643, 2.623, 1.246)  0.269
H (4.393, 3.877, 2.524)  0.259
H (5.544, 4.595, 0.559)  0.295
H (1.384, 2.749, 0.016)  0.321

Force components x, y, z for each atom (eV/Å):
I 0.1 0.0 -0.1
C -1.0 0.1 0.1
C 0.9 -1.0 -0.5
C 0.2 0.7 0.7
O -0.4 0.1 0.4
C 0.5 -0.6 -1.1
N -0.7 -1.0 0.7
H 0.1 0.8 0.2
H 0.8 -0.5 -0.2
H -0.5 0.2 -0.6
H 0.2 -0.3 -0.6
H -0.3 -0.1 0.2
H 0.1 -0.4 0.5
H 0.2 0.6 0.2
H -0.1 0.6 0.4
H 0.0 0.0 -0.4
H 0.1 -0.2 -0.3
H -0.1 0.9 0.4
C -0.2 -0.7 -0.7
C -0.8 0.3 0.7
O 0.9 0.1 0.9
O 0.3 1.4 -0.1
H 0.1 -0.6 -0.3
H -0.5 -0.2 -0.1
H -0.2 0.2 0.2
H -0.1 -0.2 0.1
H 0.3 -0.3 -0.5
H 0.3 -0.2 -0.2
C 0.6 0.1 -0.6
C 0.9 -0.1 0.9
O -0.5 -0.4 -0.8
O -0.7 -0.5 0.0
H 0.2 0.7 0.1
H -0.3 -0.4 -0.1
H -0.2 0.3 0.0
H 0.0 0.1 0.1
H -0.1 0.1 0.4
H 0.0 0.1 0.2
C -0.5 -0.1 0.0
C -2.6 -0.1 -1.6
O 0.3 -0.6 1.4
O 1.2 0.0 1.1
H 0.3 1.0 -0.3
H 0.1 -0.8 -0.5
H 0.5 0.1 0.1
H 0.5 0.2 0.0
H 0.2 0.3 -0.4
H -0.1 -0.2 0.2

=====

Entry from the Open Molecules 2025 dataset: a structure of composition C10H30AgBrN6O4 (wB97M-V/def2-TZVPD).

Summary:
electronic energy: -3749.38120 Eh
LUMO: -0.9 eV
Kohn-Sham gap: 5.960 eV

Last column: Mulliken charge in e.
Element x y z (Å)
Ag (12.241, -1.665, 16.506)  0.750
Br (9.116, 0.355, 17.279)  -0.829
C (13.620, 0.159, 12.756)  -1.200
C (13.015, 1.452, 13.458)  0.174
C (11.556, 1.793, 13.050)  -0.672
O (11.502, 2.149, 11.651)  -0.330
C (10.188, 2.307, 11.348)  -0.690
N (13.199, 1.159, 14.861)  -0.476
H (12.891, -0.640, 12.623)  0.191
H (14.598, -0.140, 13.134)  0.342
H (13.783, 0.326, 11.691)  0.372
H (13.649, 2.306, 13.221)  0.230
H (11.253, 2.612, 13.701)  0.375
H (10.891, 0.992, 13.374)  0.427
H (10.125, 2.680, 10.326)  0.249
H (9.826, 3.099, 12.004)  0.314
H (9.670, 1.362, 11.512)  0.274
H (12.589, 1.758, 15.399)  0.227
H (14.118, 1.370, 15.222)  0.235
C (11.400, -3.495, 21.486)  -1.370
C (12.808, -3.468, 20.939)  0.353
C (13.761, -4.570, 21.469)  -0.768
O (14.870, -4.446, 20.618)  -0.355
C (15.522, -5.654, 20.398)  -0.805
N (12.664, -3.703, 19.551)  -0.589
H (11.580, -3.561, 22.559)  0.331
H (10.729, -4.339, 21.330)  0.372
H (10.945, -2.524, 21.292)  0.337
H (13.228, -2.469, 21.054)  0.245
H (13.303, -5.557, 21.523)  0.378
H (14.163, -4.487, 22.479)  0.429
H (15.995, -6.077, 21.284)  0.346
H (16.175, -5.578, 19.528)  0.246
H (14.816, -6.453, 20.169)  0.352
H (13.596, -4.002, 19.301)  0.283
H (12.189, -4.566, 19.324)  0.241
C (15.875, -4.290, 14.864)  0.659
O (15.190, -3.432, 15.428)  -0.646
N (15.496, -4.900, 13.813)  -0.401
N (17.116, -4.630, 15.128)  -0.449
H (15.885, -5.786, 13.525)  0.190
H (14.664, -4.541, 13.367)  0.224
H (17.451, -4.253, 16.003)  0.242
H (17.663, -5.088, 14.412)  0.182
C (9.879, -3.452, 12.826)  0.758
O (10.807, -3.699, 13.587)  -0.713
N (8.594, -3.631, 13.066)  -0.402
N (10.128, -3.216, 11.610)  -0.398
H (8.001, -3.444, 12.270)  0.157
H (8.370, -4.023, 13.969)  0.237
H (11.071, -3.227, 11.250)  0.220
H (9.467, -3.177, 10.848)  0.149

Force components x, y, z for each atom (eV/Å):
Ag -0.6 0.5 0.0
Br 0.9 -0.5 -0.3
C -0.8 1.4 -1.6
C 1.4 -1.7 -1.4
C 1.9 -0.1 0.5
O 2.2 -1.2 2.2
C -1.1 0.9 -0.6
N -1.4 0.0 1.6
H 0.0 -0.3 1.1
H -0.4 -0.1 0.5
H 0.3 0.7 -0.2
H -0.1 0.2 -0.5
H -0.2 0.6 -0.2
H -0.2 -0.5 -0.6
H -0.2 -0.3 -0.1
H -0.9 0.0 0.0
H -0.6 0.1 -0.2
H -0.3 0.0 0.4
H 0.3 -0.1 -0.5
C 0.6 0.7 2.4
C -1.3 -1.4 0.5
C 0.1 1.2 1.0
O 0.6 -0.5 -0.3
C -0.1 -1.1 -0.3
N 1.0 -0.1 -2.8
H -0.5 0.4 0.5
H 0.3 0.0 -0.9
H -0.4 -0.3 -0.1
H 0.2 -0.1 0.3
H -0.3 -0.3 -0.9
H -0.3 0.7 0.5
H 0.7 0.5 0.2
H 0.3 0.2 0.4
H -0.5 0.0 -0.4
H 0.5 0.6 -0.9
H -0.9 -0.1 0.5
C -0.6 2.8 1.9
O 0.4 -0.2 0.5
N -3.1 -2.4 -5.0
N 2.5 0.0 2.4
H -0.3 0.4 -0.1
H 0.0 -0.5 0.0
H 0.7 -0.3 -0.4
H 0.2 0.3 0.7
C 1.1 -2.4 3.4
O 0.3 0.3 1.6
N -1.6 0.1 1.0
N 1.9 2.0 -7.6
H -0.6 -0.4 1.0
H -0.6 0.3 -0.4
H -0.1 0.1 0.7
H -0.2 0.0 0.5

=====

Look up the electronic energy of the second one.
-1277.51969 Eh

=====

What is the Kohn-Sham gap in the third record?
5.960 eV